No. 1
{"formula": "C25H20ClNO4S5Tc", "method": "ωB97M-V/def2-TZVPD", "multiplicity": 2, "e_above_lowest_ev": 0.000, "orbital_gap_ev": [5.800, 6.006], "lumo_ha": [-0.0814, -0.0813], "s2": 0.781, "species": ["Tc", "S", "C", "C", "C", "C", "C", "C", "S", "C", "C", "C", "C", "C", "C", "C", "S", "C", "C", "C", "C", "C", "C", "S", "N", "H", "H", "H", "H", "H", "H", "H", "H", "H", "H", "H", "H", "H", "H", "H", "O", "Cl", "O", "O", "O", "S", "C", "C", "C", "C", "C", "C", "H", "H", "H", "H", "H"], "coordinates": [[-0.5627, 0.1984, 0.7767], [-1.1469, 2.4141, 1.3438], [-0.1124, 2.8247, 2.7062], [-0.2031, 4.1039, 3.2645], [0.5967, 4.4692, 4.3288], [1.5035, 3.5671, 4.8785], [1.5963, 2.2936, 4.3479], [0.8027, 1.9363, 3.2640], [0.9625, 0.2878, 2.6102], [2.4676, 0.4727, 1.6064], [2.2583, 1.3057, 0.3803], [3.2977, 2.0265, -0.1706], [3.1178, 2.6231, -1.4065], [1.8999, 2.4928, -2.0428], [0.8847, 1.7922, -1.4147], [-0.4593, 1.6787, -2.0658], [-1.5079, 0.3498, -1.3987], [-0.8542, -1.0758, -2.2459], [-1.1730, -1.2820, -3.5768], [-0.6193, -2.3596, -4.2475], [0.2308, -3.2302, -3.5813], [0.5198, -3.0402, -2.2415], [-0.0274, -1.9566, -1.5624], [0.3559, -1.7261, 0.1467], [1.0610, 1.2267, -0.2187], [-0.9125, 4.8064, 2.8472], [0.5103, 5.4659, 4.7413], [2.1234, 3.8532, 5.7166], [2.2766, 1.5673, 4.7760], [2.7414, -0.5391, 1.2946], [3.2627, 0.8719, 2.2338], [4.2505, 2.0690, 0.3374], [3.9306, 3.1494, -1.8862], [1.7424, 2.8892, -3.0348], [-0.3403, 1.5079, -3.1348], [-1.0318, 2.5966, -1.9117], [-1.8291, -0.5903, -4.0902], [-0.8371, -2.5089, -5.2960], [0.6920, -4.0507, -4.1129], [1.2005, -3.7020, -1.7241], [3.2806, -1.8441, -3.6054], [2.9953, -0.5450, -3.0742], [1.7792, -0.0279, -3.6722], [4.0790, 0.3598, -3.3409], [2.7927, -0.6374, -1.6393], [-2.4361, -0.4076, 1.9532], [-3.2571, -1.8960, 1.4951], [-2.9901, -2.6515, 0.3595], [-3.7133, -3.8067, 0.1077], [-4.7050, -4.2195, 0.9831], [-4.9833, -3.4632, 2.1152], [-4.2717, -2.3054, 2.3677], [-2.2281, -2.3416, -0.3335], [-3.4976, -4.3840, -0.7821], [-5.2641, -5.1240, 0.7843], [-5.7605, -3.7753, 2.8003], [-4.4887, -1.7094, 3.2447]], "atomic_forces_ev_per_a": [[-0.39, -0.19, 0.17], [-0.04, 0.17, 0.04], [-0.02, -0.03, -0.03], [-0.01, -0.02, -0.03], [0.04, 0.00, 0.05], [0.00, 0.01, -0.01], [0.00, 0.01, 0.05], [-0.04, 0.02, -0.08], [0.07, 0.01, 0.08], [0.07, 0.02, 0.00], [0.11, 0.04, 0.01], [-0.05, -0.01, 0.03], [-0.04, 0.01, 0.00], [0.00, -0.02, 0.07], [0.04, 0.06, -0.05], [-0.04, 0.04, -0.03], [-0.01, -0.02, -0.07], [0.02, 0.02, 0.08], [-0.03, 0.03, -0.01], [0.00, -0.03, -0.02], [0.01, 0.00, -0.02], [-0.01, 0.06, 0.04], [0.07, -0.07, -0.01], [0.04, -0.06, -0.07], [0.14, 0.02, -0.12], [0.00, 0.00, -0.02], [0.00, 0.00, 0.01], [0.00, 0.00, 0.01], [0.02, 0.00, 0.00], [-0.01, -0.01, 0.01], [-0.02, -0.01, 0.01], [0.00, -0.01, 0.01], [0.00, -0.01, 0.00], [-0.01, 0.00, -0.01], [0.00, -0.01, -0.01], [0.00, -0.02, 0.02], [-0.01, 0.01, -0.01], [0.00, 0.00, -0.01], [0.00, -0.01, -0.01], [0.01, 0.00, 0.01], [0.02, -0.16, -0.04], [-0.03, 0.01, -0.03], [-0.18, 0.03, -0.08], [0.13, 0.14, -0.02], [0.02, -0.11, 0.15], [0.10, 0.09, -0.04], [-0.05, -0.01, 0.09], [0.02, 0.02, -0.03], [-0.03, -0.06, -0.03], [-0.01, -0.01, 0.01], [0.00, 0.00, -0.01], [0.01, 0.01, 0.00], [0.07, 0.03, -0.07], [0.01, 0.00, 0.00], [0.00, -0.01, -0.01], [0.00, 0.00, 0.01], [0.00, 0.01, 0.01]], "lowdin_spin": [0.579, 0.037, 0.001, 0.003, -0.001, 0.003, 0.000, 0.004, 0.024, 0.005, 0.001, 0.000, 0.001, 0.000, 0.002, 0.006, 0.024, -0.003, 0.000, -0.006, 0.000, -0.006, -0.003, -0.042, -0.001, 0.000, 0.000, 0.000, 0.000, 0.000, 0.000, 0.000, 0.000, 0.000, 0.000, 0.000, 0.000, 0.000, 0.000, 0.000, 0.000, 0.000, 0.000, 0.000, -0.001, 0.268, 0.025, 0.025, -0.003, 0.031, -0.004, 0.029, 0.001, -0.001, 0.002, -0.001, 0.001]}

No. 2
{"formula": "C25H20ClO16P", "method": "ωB97M-V/def2-TZVPD", "smiles": "O=C1C=C(O)C(=O)C=C1O.O=C1C=C(O)C(=O)C=C1O.O=C1C=C(O)C(=O)C=C1O.O=C1C=C(O)C(=O)C=C1O.CPCl", "orbital_gap_ev": 7.686, "lumo_ha": -0.0634, "species": ["C", "P", "Cl", "H", "H", "H", "H", "C", "C", "C", "O", "C", "C", "C", "O", "O", "O", "H", "H", "H", "H", "C", "C", "C", "O", "C", "C", "C", "O", "O", "O", "H", "H", "H", "H", "C", "C", "C", "O", "C", "C", "C", "O", "O", "O", "H", "H", "H", "H", "C", "C", "C", "O", "C", "C", "C", "O", "O", "O", "H", "H", "H", "H"], "coordinates": [[0.4674, 2.0360, 1.7545], [-1.0831, 2.3265, 0.8742], [-2.2169, 0.7154, 1.5307], [0.4858, 2.3697, 2.7837], [1.2609, 2.5006, 1.1753], [0.6284, 0.9637, 1.7600], [-1.6824, 3.3085, 1.6800], [0.4725, 1.2997, -4.8859], [1.5727, 2.0192, -5.1550], [2.5858, 2.3718, -4.0906], [3.5560, 3.0149, -4.4426], [2.3477, 1.9336, -2.7260], [1.2488, 1.2179, -2.4642], [0.2498, 0.8482, -3.5329], [-0.7027, 0.1784, -3.1681], [0.9064, 0.7640, -1.2654], [1.8759, 2.4825, -6.3520], [-0.2635, 1.0472, -5.6345], [3.0725, 2.1999, -1.9705], [0.0553, 0.2898, -1.3978], [2.7256, 2.9629, -6.2597], [-4.9150, 2.4929, -4.9833], [-6.2003, 2.3466, -4.6281], [-6.6682, 1.2286, -3.7219], [-7.8580, 1.2078, -3.4583], [-5.6970, 0.2771, -3.2339], [-4.4069, 0.4186, -3.5854], [-3.9411, 1.5453, -4.4853], [-2.7496, 1.5682, -4.7343], [-3.4453, -0.3821, -3.1851], [-7.1725, 3.1455, -5.0232], [-4.5732, 3.2870, -5.6317], [-6.0428, -0.5198, -2.5915], [-2.5881, -0.0451, -3.5378], [-7.9941, 2.8030, -4.6092], [0.8171, -1.5239, 6.1709], [0.3879, -2.5489, 6.9212], [-0.7702, -3.4233, 6.5009], [-1.0636, -4.3363, 7.2532], [-1.4432, -3.1283, 5.2577], [-1.0203, -2.1002, 4.5000], [0.1514, -1.2368, 4.9153], [0.4772, -0.3361, 4.1659], [-1.5855, -1.7794, 3.3583], [0.9206, -2.8953, 8.0776], [1.6451, -0.8939, 6.4627], [-2.2765, -3.7538, 4.9716], [-1.1406, -1.0084, 2.9473], [0.4116, -3.6732, 8.3923], [5.2706, -0.7173, 0.7505], [3.9431, -0.5456, 0.6554], [2.9578, -1.5044, 1.2900], [1.7743, -1.2484, 1.1574], [3.4711, -2.6526, 2.0061], [4.7987, -2.8246, 2.0988], [5.7834, -1.8569, 1.4811], [6.9650, -2.1036, 1.6408], [5.3708, -3.8332, 2.7269], [3.3675, 0.4537, 0.0186], [5.9814, -0.0371, 0.3034], [2.7610, -3.3384, 2.4457], [6.3392, -3.7019, 2.6392], [2.3943, 0.3243, 0.0867]], "atomic_forces_ev_per_a": [[0.14, -0.06, 0.27], [-0.32, 0.08, -0.85], [-0.13, 0.02, 0.12], [0.00, 0.10, 0.15], [0.16, 0.11, 0.03], [0.16, -0.21, -0.06], [-0.02, 0.03, 0.31], [-0.14, -0.12, 0.02], [-0.05, -0.05, 0.06], [0.03, -0.06, 0.32], [-0.02, 0.03, -0.10], [0.13, 0.09, -0.01], [-0.05, 0.05, -0.05], [0.04, 0.18, -0.42], [0.04, -0.13, 0.21], [-0.01, -0.09, 0.08], [0.09, 0.09, -0.17], [-0.01, 0.04, -0.02], [0.00, -0.03, 0.03], [0.04, 0.00, 0.07], [-0.09, -0.07, 0.05], [0.12, 0.02, -0.04], [0.12, -0.04, 0.01], [0.17, -0.24, 0.13], [-0.06, 0.06, -0.05], [-0.15, 0.00, 0.01], [-0.11, 0.06, 0.04], [-0.07, 0.00, -0.02], [-0.01, 0.20, -0.17], [0.07, -0.07, 0.00], [-0.20, 0.15, -0.06], [-0.03, 0.02, 0.00], [0.04, -0.01, 0.02], [-0.05, -0.06, 0.08], [0.13, -0.03, 0.00], [0.03, 0.04, -0.03], [0.00, 0.09, -0.11], [-0.12, 0.01, -0.18], [0.03, 0.01, 0.05], [-0.05, -0.06, 0.01], [0.09, -0.11, 0.20], [0.13, 0.02, 0.15], [-0.06, 0.07, -0.15], [-0.17, 0.03, -0.36], [0.08, -0.10, 0.23], [0.01, -0.01, 0.01], [-0.01, 0.02, -0.04], [0.08, -0.13, 0.31], [0.01, 0.09, -0.10], [0.11, 0.00, 0.00], [0.04, -0.11, 0.11], [0.05, -0.25, 0.18], [-0.02, 0.06, -0.06], [-0.10, 0.00, 0.00], [-0.11, 0.07, -0.04], [-0.05, 0.23, -0.14], [0.01, -0.08, 0.03], [0.14, -0.17, 0.11], [-0.06, 0.18, -0.04], [-0.02, 0.02, -0.01], [0.02, -0.02, 0.02], [-0.12, 0.05, -0.03], [0.09, 0.00, -0.09]], "lowdin_charge": [-0.417, 0.484, 0.182, 0.038, 0.027, -0.011, -0.106, 0.081, -0.229, -0.303, 0.114, 0.083, -0.216, -0.279, 0.086, 0.049, 0.126, 0.132, 0.129, 0.122, 0.125, 0.072, -0.240, -0.317, 0.097, 0.071, -0.233, -0.299, 0.097, 0.117, 0.117, 0.133, 0.134, 0.083, 0.123, 0.071, -0.242, -0.317, 0.100, 0.072, -0.233, -0.309, 0.092, 0.081, 0.116, 0.133, 0.135, 0.038, 0.123, 0.075, -0.225, -0.300, 0.094, 0.075, -0.238, -0.313, 0.105, 0.120, 0.097, 0.135, 0.135, 0.124, 0.079]}

No. 3
{"formula": "C25H20N2O2", "method": "ωB97M-V/def2-TZVPD", "e_above_lowest_ev": 1.626, "orbital_gap_ev": 5.584, "lumo_ha": -0.0787, "species": ["C", "N", "C", "C", "C", "C", "C", "C", "C", "C", "C", "C", "C", "C", "C", "C", "C", "C", "H", "H", "H", "H", "H", "H", "H", "H", "H", "H", "H", "H", "H", "H", "H", "H", "C", "C", "C", "C", "C", "C", "C", "O", "N", "C", "O", "H", "H", "H", "H"], "coordinates": [[-2.8522, 0.6246, 4.0760], [-1.7998, -0.2034, 3.5119], [-1.9920, -1.4249, 2.9306], [-0.7319, -2.0076, 2.6280], [-0.4767, -3.2691, 2.0471], [0.2220, -3.5496, 0.8548], [0.9148, -2.5614, 0.0930], [1.3698, -2.8423, -1.1831], [1.2439, -4.1295, -1.7186], [1.6916, -4.4324, -3.1108], [0.6992, -5.1524, -0.9267], [0.1906, -4.8782, 0.3249], [0.2629, -1.0624, 3.1067], [1.6384, -1.1367, 3.2457], [2.3330, -0.0077, 3.7033], [1.6328, 1.1449, 4.0962], [0.2277, 1.1883, 4.0821], [-0.4306, 0.0729, 3.5868], [-2.4322, 1.5721, 4.4238], [-3.6295, 0.8257, 3.3287], [-3.3337, 0.1223, 4.9275], [-2.9839, -1.8009, 2.7066], [-1.0510, -4.1158, 2.4410], [1.0880, -1.5850, 0.5359], [1.8585, -2.0657, -1.7692], [1.5711, -5.5030, -3.3054], [1.1030, -3.8831, -3.8568], [2.7422, -4.1612, -3.2629], [0.6643, -6.1656, -1.3344], [-0.2772, -5.6655, 0.9223], [2.1450, -2.0627, 2.9907], [3.4241, -0.0112, 3.7430], [2.2006, 2.0174, 4.4158], [-0.3542, 2.0449, 4.4186], [7.8284, -1.7422, 1.7535], [6.7557, -2.6481, 1.7356], [5.5048, -2.1828, 1.3426], [5.2954, -0.8654, 0.9870], [6.3495, 0.0469, 0.9675], [7.6269, -0.4004, 1.3566], [3.8175, -0.7082, 0.7605], [3.2536, 0.3454, 0.4628], [3.2279, -1.9304, 1.0052], [4.1804, -2.8827, 1.3028], [4.0071, -4.0803, 1.5312], [8.8166, -2.0784, 2.0753], [6.8570, -3.6933, 2.0231], [6.1599, 1.0713, 0.6471], [8.4698, 0.2934, 1.3570]], "atomic_forces_ev_per_a": [[-0.38, 0.01, -0.06], [-0.03, -0.40, -0.56], [1.44, -0.27, 0.44], [-0.50, 1.07, 1.10], [-0.69, -0.63, -1.62], [0.51, -0.17, 0.64], [0.11, 0.50, 0.33], [-0.13, -0.36, -0.26], [0.11, 0.84, 0.27], [0.07, -0.27, -0.23], [-0.50, -0.37, 0.69], [0.02, -0.32, -0.22], [-0.60, 0.62, -0.19], [0.66, 0.21, 0.25], [-0.51, -0.33, -0.09], [-0.52, -0.02, -0.10], [0.48, 0.04, 0.03], [0.02, -0.66, 0.04], [-0.10, -0.25, -0.16], [0.24, 0.04, 0.10], [0.26, 0.11, -0.18], [0.15, 0.10, 0.15], [0.00, 0.20, -0.21], [-0.42, -0.08, -0.37], [-0.09, -0.11, 0.22], [0.11, 0.21, -0.11], [0.08, -0.04, 0.22], [-0.16, -0.02, 0.08], [-0.06, 0.30, 0.22], [0.19, 0.20, -0.22], [0.03, 0.36, -0.01], [-0.37, -0.07, 0.00], [-0.21, -0.18, -0.01], [0.42, -0.05, 0.02], [-0.41, 0.35, -0.22], [-0.12, 0.22, -0.14], [1.03, -0.12, 0.31], [0.94, 0.34, 0.11], [-0.03, -0.30, 0.01], [-0.30, -0.46, 0.04], [-0.39, -0.18, 0.10], [0.22, -0.79, 0.12], [0.27, -0.26, -0.36], [-0.46, 0.23, -0.03], [-0.11, 0.80, -0.16], [-0.29, 0.16, -0.13], [0.13, 0.22, -0.02], [0.16, -0.18, 0.16], [-0.25, -0.20, 0.01]], "lowdin_charge": [-0.007, -0.087, 0.035, -0.140, 0.108, -0.181, 0.025, -0.011, -0.233, -0.036, -0.027, 0.003, -0.120, -0.010, -0.055, -0.064, -0.012, -0.165, 0.082, 0.097, 0.099, 0.138, 0.134, 0.106, 0.131, 0.078, 0.094, 0.096, 0.117, 0.121, 0.108, 0.114, 0.105, 0.100, -0.081, -0.014, -0.110, -0.105, -0.013, -0.081, -0.459, 0.029, 0.094, -0.448, 0.028, 0.097, 0.114, 0.113, 0.096]}

No. 4
{"formula": "C25H20N3O2S4Zr", "method": "ωB97M-V/def2-TZVPD", "total_charge": 1, "e_above_lowest_ev": 0.383, "orbital_gap_ev": 6.928, "lumo_ha": -0.1294, "species": ["Zr", "S", "C", "C", "C", "C", "C", "C", "S", "C", "C", "C", "C", "C", "C", "C", "S", "C", "C", "C", "C", "C", "C", "S", "N", "H", "H", "H", "H", "H", "H", "H", "H", "H", "H", "H", "H", "H", "H", "H", "O", "N", "N", "O", "C", "C", "C", "C", "C", "C", "H", "H", "H", "H", "H"], "coordinates": [[0.1859, -0.9961, 1.2261], [2.1586, -1.3232, 2.7678], [3.3730, -2.2983, 1.9757], [4.6786, -2.3134, 2.4797], [5.6460, -3.1232, 1.9173], [5.3383, -3.9591, 0.8480], [4.0549, -3.9629, 0.3377], [3.0933, -3.1174, 0.8825], [1.4537, -3.1411, 0.1826], [1.7848, -2.2524, -1.3877], [1.8124, -0.7374, -1.3835], [1.9728, -0.1152, -2.6146], [1.9614, 1.2646, -2.6783], [1.7805, 1.9863, -1.5089], [1.6295, 1.3126, -0.3102], [1.4535, 2.1296, 0.9489], [0.5284, 1.4214, 2.3674], [-1.2474, 1.5901, 2.1321], [-1.8546, 2.7540, 1.6841], [-3.2350, 2.8616, 1.6817], [-4.0125, 1.8167, 2.1622], [-3.4122, 0.6588, 2.6253], [-2.0218, 0.5105, 2.6065], [-1.2966, -0.9761, 3.2334], [1.6680, -0.0349, -0.2506], [4.9032, -1.6827, 3.3296], [6.6503, -3.1140, 2.3205], [6.0903, -4.6128, 0.4281], [3.7891, -4.6263, -0.4773], [1.0198, -2.5970, -2.0851], [2.7470, -2.6206, -1.7418], [2.0968, -0.7115, -3.5087], [2.0777, 1.7723, -3.6263], [1.7582, 3.0674, -1.5276], [1.0507, 3.1110, 0.7075], [2.4357, 2.2775, 1.4043], [-1.2477, 3.5885, 1.3517], [-3.7003, 3.7707, 1.3243], [-5.0904, 1.9054, 2.1910], [-4.0000, -0.1577, 3.0236], [-1.2600, -2.1338, 0.4122], [-2.2068, -1.5512, -0.2536], [-1.9591, -0.3443, -0.5064], [-0.8119, 0.1923, -0.1162], [-2.8439, 0.4409, -1.3090], [-2.4899, 1.7489, -1.6082], [-3.3270, 2.5061, -2.4085], [-4.5013, 1.9597, -2.9061], [-4.8430, 0.6492, -2.5986], [-4.0165, -0.1214, -1.8021], [-1.5745, 2.1623, -1.2156], [-3.0641, 3.5280, -2.6458], [-5.1470, 2.5522, -3.5398], [-5.7586, 0.2267, -2.9887], [-4.2704, -1.1415, -1.5525]], "atomic_forces_ev_per_a": [[2.10, -0.57, 2.90], [0.16, -0.09, 0.36], [0.06, -0.15, -0.13], [-0.13, 0.01, 0.00], [0.02, 0.00, -0.01], [0.04, -0.02, -0.01], [-0.06, -0.03, -0.05], [-0.05, -0.02, 0.06], [0.50, 0.47, -0.17], [-0.16, -0.16, 0.21], [0.22, 0.06, -0.10], [0.07, 0.07, 0.02], [-0.02, -0.09, 0.07], [0.09, 0.03, 0.03], [0.12, 0.08, -0.12], [-0.25, -0.01, 0.24], [-0.09, -0.33, -0.44], [-0.15, 0.22, 0.36], [0.16, 0.05, 0.00], [-0.02, 0.09, -0.07], [0.00, -0.07, 0.04], [0.13, 0.00, -0.10], [0.01, 0.37, 0.01], [0.21, 0.19, 0.32], [-0.02, 0.36, -0.37], [0.06, -0.01, -0.01], [-0.01, -0.01, 0.01], [0.00, 0.01, -0.01], [0.02, 0.00, 0.00], [0.01, 0.04, -0.04], [-0.02, -0.04, -0.05], [0.00, -0.02, 0.02], [0.00, 0.00, 0.00], [-0.02, -0.01, 0.02], [0.07, 0.02, -0.03], [0.02, 0.06, -0.02], [-0.02, 0.00, 0.01], [0.00, -0.01, 0.01], [0.00, 0.02, -0.02], [-0.06, 0.02, -0.05], [-1.27, -0.44, -1.30], [-0.41, -0.22, -0.20], [0.25, -0.10, 0.06], [-1.35, 0.12, -1.31], [-0.42, 0.37, -0.45], [0.17, -0.15, 0.15], [-0.13, -0.01, -0.07], [0.05, 0.02, 0.01], [-0.01, 0.06, -0.04], [0.09, -0.15, 0.22], [0.04, 0.00, 0.03], [0.03, -0.01, 0.01], [-0.01, 0.00, 0.02], [0.01, -0.04, 0.03], [-0.04, 0.01, -0.04]], "lowdin_charge": [1.090, 0.565, -0.671, -0.102, -0.061, -0.072, -0.105, -0.532, 0.973, -0.332, -0.289, 0.003, -0.005, -0.001, -0.306, -0.328, 0.924, -0.542, -0.099, -0.075, -0.061, -0.099, -0.697, 0.600, -0.008, 0.106, 0.114, 0.111, 0.113, 0.098, 0.097, 0.131, 0.126, 0.128, 0.086, 0.100, 0.111, 0.113, 0.114, 0.110, -0.339, 0.080, -0.139, -0.259, -0.158, -0.013, -0.056, -0.057, -0.054, -0.001, 0.106, 0.113, 0.114, 0.116, 0.117]}

For each record above, in turn, the calculated max |F| values are 0.47; 0.91; 1.87; 3.63 eV/A.